Record 1
69
Properties=species:S:1:pos:R:3 method="wB97M-V/def2-TZVPD" e_above_lowest_kj_mol=110.1 e_tot_ev=-105266.1637 lumo_ha="-0.173 / -0.159" orbital_gap_ha="0.260 / 0.269" multiplicity=2 s2=0.756 total_charge=+1
Re -0.64505 -0.39022 0.56117
C 4.07130 -1.50515 -1.07378
C 3.00748 -0.66674 -0.36412
O 3.56589 0.49892 0.25667
P 2.33496 -1.50520 1.08722
O 3.49472 -1.58946 2.14240
O 1.96405 -2.97104 0.72820
O 1.14758 -0.72782 1.63798
P 1.71284 -0.17931 -1.59718
O 2.38079 1.07487 -2.21121
O 1.34179 -1.31068 -2.45033
O 0.47564 0.41330 -0.72631
H 4.86208 -1.77675 -0.37469
H 4.50838 -0.91728 -1.88191
H 3.63011 -2.40415 -1.50079
H 3.64542 1.18269 -0.42678
H 3.96584 -0.75232 2.27521
H 1.09963 -3.22815 1.12833
H 1.80180 1.92687 -2.21921
C -0.83586 1.43310 3.55990
P -0.75605 1.68955 1.76944
C 0.67500 2.74623 1.47318
C -2.24094 2.65721 1.29691
C -3.34349 1.83716 0.60367
P -2.80469 0.33500 -0.32282
C -2.98465 0.51342 -2.11772
C -4.09182 -0.87348 0.10784
H -0.83565 2.38800 4.08531
H 0.02918 0.84572 3.86951
H -1.74107 0.88079 3.81339
H 0.58198 3.66799 2.04979
H 0.73110 2.97840 0.40858
H 1.57542 2.21108 1.77704
H -1.88076 3.42888 0.62116
H -2.63628 3.13685 2.19434
H -3.90516 2.47164 -0.08277
H -4.05165 1.45826 1.34425
H -3.51764 1.43817 -2.33584
H -3.55768 -0.33662 -2.48820
H -2.01336 0.57645 -2.60344
H -5.06142 -0.50947 -0.23676
H -4.12409 -1.03371 1.18299
H -3.87626 -1.82627 -0.37618
C -0.96809 -5.12796 -2.38906
N -0.90881 -3.67144 -2.51627
C -0.89755 -3.05990 -3.85250
C -0.82447 -2.90996 -1.47307
N -0.71160 -2.18386 -0.57770
H -0.15692 -5.57240 -2.96440
H -1.92300 -5.49477 -2.76526
H -0.86004 -5.40916 -1.34462
H -0.08087 -3.49667 -4.42495
H -0.71450 -1.99343 -3.75714
H -1.84656 -3.25064 -4.35421
Cl -3.78326 -3.66386 2.33322
C -2.44367 -3.09286 3.36507
C -1.36150 -2.54206 2.46402
O -0.40734 -3.21560 2.15042
O -1.60252 -1.30385 2.03339
H -2.06094 -3.94098 3.92089
H -2.83440 -2.32738 4.02839
C -0.79585 4.19916 -3.59573
S -0.39491 2.79295 -2.59263
O -0.41287 1.61868 -3.44734
O 0.96669 3.07067 -2.06414
O -1.38551 2.75267 -1.51136
H 0.11996 4.57068 -4.04654
H -1.24739 4.96069 -2.96550
H -1.49112 3.87520 -4.36631



Record 2
7
Properties=species:S:1:pos:R:3 method="wB97M-V/def2-TZVPD" e_above_lowest_kj_mol=255.0 e_tot_ev=-6669.0214 lumo_ha=0.029 orbital_gap_ha=0.408 total_charge=0 smiles="O=CNO"
C 0.68464 -0.34428 0.04488
H -2.19388 -0.16270 0.62260
H -0.42615 1.35037 -0.31913
H 0.38348 -1.38542 0.15119
N -0.46174 0.46812 0.17509
O -1.63188 -0.20033 -0.18444
O 1.80199 0.07366 -0.05926



Record 3
95
Properties=species:S:1:pos:R:3 method="wB97M-V/def2-TZVPD" e_tot_ev=-57232.3599 lumo_ha=-0.061 orbital_gap_ha=0.231 total_charge=0
C -5.58402 0.93759 1.36735
C -4.75571 -0.21453 0.50875
C -3.47651 -0.64781 1.45707
C -2.21080 0.42990 1.38713
C -1.83230 0.90481 -0.15115
C -0.87801 -0.09871 2.25105
C -0.56537 0.83662 3.55454
O -1.31823 2.01570 4.01023
C 0.80679 0.29388 4.35082
C 1.43349 1.00763 5.68750
O 2.75566 1.10663 5.86887
O 0.48072 1.58546 6.68969
C 1.39802 -1.01210 3.56226
N 0.94102 -1.75865 2.38494
N -0.17821 -1.30774 1.74127
C -0.51578 -2.14386 0.50906
C 0.78443 -2.16042 -0.53756
C 1.24924 -0.63395 -0.98130
C 2.72123 -0.56576 -1.70166
O 3.29275 -1.67497 -2.18137
O 3.41700 0.74454 -1.83387
C 2.87179 1.50445 -2.97965
C 1.68657 2.56222 -2.45987
H -6.08837 1.75280 0.69150
H -6.35708 0.40129 2.10033
H -4.84449 1.52522 2.09639
H -5.51893 -1.12549 0.39390
H -4.47004 0.11436 -0.57635
H -3.15343 -1.76426 1.33030
H -3.87756 -0.55780 2.57874
H -2.67332 1.41737 1.87858
H -2.11511 0.06609 -0.94861
H -0.70115 1.21568 -0.20469
H -2.49787 1.84791 -0.44542
H -0.74623 2.83158 3.78693
H 2.40439 -1.43758 4.05101
H -1.47892 -1.83771 -0.05585
H -0.68758 -3.25190 0.90640
H 1.69859 -2.76561 -0.12162
H 0.38142 -2.68081 -1.51984
H 0.41879 -0.22633 -1.73404
H 1.18518 0.08673 -0.04004
H 3.74488 2.17973 -3.38540
H 2.45195 0.76799 -3.80340
H 2.23403 3.43745 -1.88600
H 0.85830 2.02825 -1.82726
H 1.26215 3.05769 -3.45921
C -1.88052 -0.69448 -3.90151
O -1.50433 -0.33753 -2.79191
N -2.11512 0.14093 -4.97309
C -2.55991 -0.36092 -6.25634
C -1.91090 1.56518 -4.81195
H -2.06641 -1.75612 -4.13218
H -1.82212 -0.08992 -7.01686
H -3.52354 0.09561 -6.49972
H -2.67258 -1.44839 -6.23696
H -0.86991 1.74573 -4.52721
H -2.56276 1.93031 -4.01262
H -2.13552 2.09553 -5.74142
C 4.59399 -3.13424 -6.28892
O 4.66109 -3.35735 -7.49136
N 5.38420 -3.71902 -5.32206
C 5.24206 -3.40063 -3.91678
C 6.38824 -4.68212 -5.72271
H 3.86461 -2.41827 -5.87630
H 6.18921 -2.99644 -3.54838
H 4.99527 -4.31533 -3.37028
H 4.45085 -2.66286 -3.75764
H 7.08638 -4.20171 -6.41492
H 5.89843 -5.51397 -6.23777
H 6.93295 -5.05758 -4.85210
C 0.08413 4.76508 0.80512
O -0.17129 4.51067 -0.36542
N -0.05233 6.00009 1.40291
C 0.27198 6.21967 2.79683
C -0.53492 7.11368 0.61349
H 0.45782 3.99019 1.49414
H -0.62335 6.57212 3.31677
H 1.05740 6.97806 2.86181
H 0.62258 5.29836 3.27003
H -1.52787 6.87000 0.22359
H 0.14442 7.27387 -0.22913
H -0.59028 8.02204 1.21968
C -1.97623 -2.66543 5.10941
O -1.90912 -2.88854 3.90697
N -1.18602 -3.25022 6.07626
C -1.32815 -2.93182 7.48155
C -0.18198 -4.21331 5.67562
H -2.70560 -1.94947 5.52202
H -0.38101 -2.52763 7.84995
H -1.57495 -3.84653 8.02805
H -2.11937 -2.19406 7.64069
H 0.51617 -3.73291 4.98341
H -0.67178 -5.04516 5.16056
H 0.36273 -4.58877 6.54623



Record 4
82
Properties=species:S:1:pos:R:3 method="wB97M-V/def2-TZVPD" e_above_lowest_kj_mol=80.7 e_tot_ev=-207222.4401 lumo_ha=0.005 orbital_gap_ha=0.268 total_charge=0
Rb 0.16348 -0.02075 0.10319
N -0.02436 -2.73750 2.10716
C -0.39805 -2.46080 3.42222
C -0.17300 -3.33172 4.45633
C -0.54896 -3.00440 5.78065
C -1.15204 -1.81743 6.07326
C -1.38075 -0.88550 5.03081
C -1.98102 0.37875 5.24779
C -2.14916 1.24252 4.20941
C -1.70701 0.85042 2.92796
N -1.15340 -0.31220 2.68116
C -0.99406 -1.19104 3.71282
H 0.20837 -3.69238 1.90827
H -0.61101 -2.31777 1.40859
H 0.29678 -4.29110 4.24992
H -0.36102 -3.72163 6.56919
H -1.45491 -1.57287 7.08652
H -2.29848 0.64605 6.25198
H -2.60790 2.21427 4.34764
H -1.81719 1.53047 2.08212
Br 3.15613 -1.48850 0.42426
C 2.59772 -1.96076 -1.36432
Br 0.99171 -3.04659 -1.33707
H 3.38355 -2.53077 -1.82580
H 2.33686 -1.04113 -1.88195
C 2.16847 4.23776 0.45025
C 1.78482 3.00862 -0.35540
O 0.86795 2.30749 0.07540
C 2.52098 2.70858 -1.59309
C 3.51509 3.60833 -2.04117
C 4.24519 3.39524 -3.18391
C 3.98833 2.23062 -3.93476
C 3.03433 1.32685 -3.53520
C 2.25824 1.51779 -2.35161
O 1.38287 0.63572 -2.01161
H 1.53126 4.27893 1.32780
H 2.03058 5.15104 -0.13577
H 3.21529 4.19321 0.76042
H 3.71130 4.50753 -1.46612
H 4.99937 4.10650 -3.50026
H 4.54622 2.04888 -4.84747
H 2.82239 0.43842 -4.12098
I -1.08621 1.77944 -2.59707
C -2.97357 2.58827 -3.03828
C -2.88675 3.70159 -3.82765
C -4.03322 4.35766 -4.32268
C -5.25790 3.84277 -4.04760
C -5.39578 2.67925 -3.24682
C -6.69905 2.15497 -3.06584
C -6.89708 1.02040 -2.34950
C -5.79505 0.41252 -1.71934
C -4.51078 0.89209 -1.80558
P -3.27164 0.03480 -0.67999
C -4.27362 -0.15688 0.86207
C -5.14157 0.85231 1.28891
C -5.73018 0.80887 2.55051
C -5.45451 -0.24204 3.41645
C -4.57615 -1.24269 3.01760
C -3.98598 -1.19066 1.75964
C -3.29483 -1.67487 -1.41885
C -4.24795 -2.66293 -1.14855
C -4.20577 -3.89484 -1.79224
C -3.20674 -4.16957 -2.71987
C -2.24822 -3.20367 -2.99582
C -2.29206 -1.97082 -2.34873
C -4.25379 2.03433 -2.66245
H -1.90528 4.07736 -4.09681
H -3.92485 5.24225 -4.94032
H -6.15752 4.30088 -4.44628
H -7.53210 2.67434 -3.53126
H -7.88856 0.59796 -2.23363
H -5.98817 -0.45860 -1.10918
H -5.36873 1.68116 0.62715
H -6.40794 1.59895 2.85330
H -5.91080 -0.27563 4.39895
H -4.33745 -2.05984 3.69132
H -3.28702 -1.96928 1.47593
H -5.03193 -2.48115 -0.42532
H -4.96056 -4.64388 -1.56768
H -3.17708 -5.13159 -3.22258
H -1.45668 -3.40680 -3.71085
H -1.53680 -1.22738 -2.58016



Record 5
10
Properties=species:S:1:pos:R:3 method="wB97M-V/def2-TZVPD" e_above_lowest_kj_mol=102.5 e_tot_ev=-31860.6518 lumo_ha=0.199 orbital_gap_ha=0.243 total_charge=-2
C -8.72250 0.62658 -0.67453
N -8.36808 -0.30991 -0.04686
N 0.15876 0.17881 -0.63337
O -8.75402 1.65529 -1.23761
O 0.90669 -1.61668 2.50531
O -0.21676 -2.28284 -0.52097
S -8.67860 -1.74722 0.82144
S -0.50684 -1.00999 0.23840
H -0.22439 1.09806 -0.37659
H 1.29059 -2.32952 1.94033



Record 6
33
Properties=species:S:1:pos:R:3 method="wB97M-V/def2-TZVPD" e_tot_ev=-44904.6171 lumo_ha=0.094 orbital_gap_ha=0.282 total_charge=-1
C -1.98400 -2.68138 -2.88273
C -0.61572 -3.20814 -3.34961
C 0.39997 -2.07036 -3.46911
Cl 1.39607 -2.26022 -4.97002
C 1.34621 -1.91087 -2.22475
O 1.70993 -2.95655 -1.65629
O 1.59255 -0.71983 -1.91225
H -1.93535 -2.57591 -1.80869
H -2.81545 -3.33774 -3.14550
H -2.20414 -1.69641 -3.29453
H -0.23733 -3.90134 -2.59952
H -0.72231 -3.71824 -4.30653
H -0.09608 -1.11013 -3.58661
C 0.50905 -1.47663 0.55849
C -0.18788 -0.70550 1.66397
O -1.15848 0.05230 0.96710
C -1.44706 -0.63179 -0.18805
O -2.34226 -0.41003 -0.93391
O -0.55674 -1.60999 -0.37461
F 0.63985 0.15969 2.32559
H 1.31772 -0.91398 0.08513
H 0.87778 -2.45136 0.86069
H -0.68862 -1.32753 2.40903
C 0.96019 3.18002 3.18650
C -0.23584 4.10836 3.17399
O 0.34363 5.35361 3.51591
C 1.64731 5.33256 3.11351
O 2.34026 6.28986 3.03358
O 2.02177 4.06969 2.81876
F -1.16166 3.77893 4.10845
H 1.14136 2.79356 4.19056
H 0.87709 2.35866 2.48502
H -0.73182 4.19667 2.20641